The following is a quantum chemistry calculation of 8 unconnected molecules or ions with the total composition C33H87N9O13 in a non-equilibrium geometry, from the Open Molecules 2025 dataset.

LUMO energy (eV): 0.55
Energy above the lowest of the compared OMol25 structures with the same formula, charge and spin (kJ/mol): 32.3
Orbital gap (eV): 9.343

Last column: Mulliken charge in e.
Cartesian coordinates (Å):
C1 -0.3908 1.1011 -3.5576  -0.508
O1 -1.2721 0.2924 -4.1951  -0.577
C2 -1.7200 -0.7771 -3.3573  0.915
C3 -2.8794 -1.4741 -3.9957  -1.300
N1 -3.4620 -2.2535 -2.9615  -0.049
C4 -2.5517 -3.2254 -2.2049  1.031
C5 -1.9115 -4.2312 -3.0643  -0.916
O2 -2.9312 -5.2428 -3.3944  -0.370
C6 -2.4133 -6.2835 -4.1153  -0.802
H1 0.5021 0.6180 -3.1383  0.387
H2 -0.9310 1.6351 -2.7963  -0.073
H3 -0.0088 1.7810 -4.3292  0.395
H4 -1.9713 -0.2964 -2.4006  -0.520
H5 -0.8617 -1.4196 -3.2381  0.452
H6 -2.5502 -1.9482 -4.9200  0.252
H7 -3.6308 -0.7162 -4.2630  0.445
H8 -4.3111 -2.7618 -3.2300  0.350
H9 -3.2210 -3.8017 -1.5493  0.422
H10 -1.8619 -2.7503 -1.5460  -1.160
H11 -1.0287 -4.6848 -2.5995  0.542
H12 -1.5215 -3.8419 -4.0618  0.330
H13 -1.3298 -6.3565 -3.8838  0.334
H14 -2.5601 -6.1549 -5.1972  0.282
H15 -2.8762 -7.2236 -3.8398  0.265
C7 -1.2338 3.6998 3.4676  -0.539
O3 -0.4629 2.5957 3.7679  -0.495
C8 -0.3144 1.6756 2.6832  0.366
C9 0.5083 0.5071 3.2046  -0.200
N2 -0.2027 0.0107 4.4607  -0.259
C10 0.6366 -0.9010 5.2555  -0.867
C11 0.4089 -2.3319 4.9707  0.603
O4 1.2452 -3.0945 5.7941  -0.434
C12 1.1448 -4.4786 5.5523  -0.465
H16 -1.3088 4.2290 4.4034  0.358
H17 -2.1960 3.2717 3.2052  0.306
H18 -0.8038 4.3112 2.6548  0.014
H19 0.2078 2.1753 1.8546  0.012
H20 -1.3043 1.4129 2.2895  -0.007
H21 1.5150 0.8582 3.4307  0.430
H22 0.5886 -0.3297 2.4712  -0.113
H23 -0.3783 0.8077 5.0207  0.260
H24 0.3155 -0.7519 6.2692  0.406
H25 1.7129 -0.7035 5.1702  0.291
H26 0.6735 -2.6277 3.9548  -0.518
H27 -0.6873 -2.4688 5.0356  0.346
H28 0.0814 -4.8216 5.7617  0.257
H29 1.7842 -5.0596 6.2674  0.233
H30 1.4187 -4.7729 4.5435  0.141
C13 -5.0539 -0.4047 -0.4176  -0.518
O5 -4.2927 -0.7694 0.6761  -0.203
C14 -4.9026 -1.7283 1.4887  -1.007
C15 -3.9087 -2.4322 2.3807  -0.685
N3 -3.0445 -3.2987 1.6049  0.099
C16 -1.9809 -3.9903 2.3209  -0.555
C17 -1.2904 -4.8885 1.2943  -0.276
O6 -2.3649 -5.6063 0.6306  -0.480
C18 -1.8871 -6.7865 -0.0900  -0.839
H31 -5.3821 -1.2682 -0.9894  0.372
H32 -4.4108 0.2883 -0.9840  -0.126
H33 -5.9834 0.1009 -0.0532  0.311
H34 -5.3458 -2.5053 0.8333  0.456
H35 -5.6530 -1.2850 2.1039  0.370
H36 -4.4863 -2.9369 3.1878  0.566
H37 -3.3221 -1.6839 2.9558  0.213
H38 -3.5985 -3.9438 1.0326  0.158
H39 -2.3134 -4.6137 3.1468  0.462
H40 -1.3133 -3.2346 2.6901  -0.073
H41 -0.5969 -5.6091 1.7648  0.603
H42 -0.6562 -4.3212 0.5658  -0.003
H43 -1.4758 -7.5129 0.5695  0.356
H44 -1.1931 -6.4316 -0.8115  0.287
H45 -2.7546 -7.1517 -0.6215  0.276
C19 9.8158 3.7864 2.2860  -0.734
O7 9.3665 4.1662 0.9902  -0.341
C20 8.1102 3.6053 0.8119  -0.411
C21 7.4419 4.2815 -0.3651  -0.579
N4 6.2005 3.5140 -0.7784  -0.366
C22 5.4123 4.2048 -1.8142  -0.858
C23 4.0822 3.5778 -2.0714  -0.402
O8 3.1492 3.7437 -1.0449  -0.396
C24 2.0024 2.9589 -1.3821  -0.286
H46 9.2468 4.4208 2.9450  0.324
H47 10.9239 3.9632 2.2875  0.232
H48 9.6091 2.7181 2.4731  0.310
H49 7.5935 3.5999 1.7939  0.354
H50 8.2108 2.5425 0.5797  0.327
H51 8.0691 4.2394 -1.2469  0.283
H52 7.1921 5.2984 -0.1504  0.303
H53 5.5355 3.4223 -0.0048  0.242
H54 5.9862 4.1258 -2.7375  0.390
H55 5.3566 5.2654 -1.6466  0.449
H56 4.2907 2.5104 -2.3461  0.231
H57 3.5666 4.0073 -2.9183  0.427
H58 1.5885 3.2962 -2.3383  0.336
H59 1.2251 3.0445 -0.6478  -0.434
H60 2.3442 1.9250 -1.4168  0.312
C25 0.4912 6.3063 -1.9966  -0.424
O9 -0.8094 6.1018 -1.4979  -0.378
C26 -0.7733 5.2847 -0.2635  0.205
C27 -2.1844 4.8225 0.0181  -0.694
N5 -2.4988 3.8715 -1.0372  -0.002
C28 -3.8481 3.4467 -1.1422  -1.111
C29 -3.9126 2.5668 -2.3543  1.148
O10 -3.5739 3.3303 -3.4567  -0.398
C30 -3.5585 2.7038 -4.7309  -0.505
H61 0.2779 6.5738 -3.0455  0.280
H62 1.0696 5.3927 -2.0410  0.030
H63 1.0458 7.1069 -1.4934  0.284
H64 -0.3054 5.7856 0.5774  0.586
H65 -0.2263 4.4303 -0.5417  -0.458
H66 -2.7949 5.7153 0.0562  0.440
H67 -2.1862 4.3404 0.9911  0.114
H68 -2.2936 4.2758 -1.9600  0.237
H69 -4.5175 4.3392 -1.2388  0.493
H70 -4.0915 2.9438 -0.2007  0.325
H71 -4.9608 2.1451 -2.4918  0.498
H72 -3.2708 1.6868 -2.2214  -1.086
H73 -3.0374 1.7271 -4.6772  0.093
H74 -2.9338 3.3310 -5.3694  0.241
H75 -4.6331 2.6332 -5.0867  0.245
N6 -1.1086 -1.2019 0.2514  1.539
C31 -0.8199 0.1248 -0.0234  0.290
N7 -1.9563 0.9542 0.0112  1.048
O11 0.3459 0.5381 -0.3416  -0.197
H76 -1.9863 -1.5887 0.5180  -0.899
H77 -0.3954 -1.8656 0.0321  -0.786
H78 -2.0417 1.9442 -0.3520  -0.707
H79 -2.8181 0.5137 0.3998  0.096
N8 3.3652 -3.3584 -0.9311  -0.547
C32 2.3555 -2.4489 -0.5203  0.051
N9 2.6250 -1.1174 -0.7929  -0.145
O12 1.3462 -2.8716 0.0166  -0.284
H80 4.3357 -3.0300 -0.8835  0.208
H81 3.3055 -4.2715 -0.4980  0.318
H82 3.4645 -0.9144 -1.3052  0.227
H83 1.8221 -0.4804 -0.7894  -0.005
C33 3.0939 -3.3767 2.5510  -0.386
O13 2.2579 -4.4597 2.1177  -0.582
H84 2.8011 -2.9386 3.4947  0.127
H85 4.0824 -3.7747 2.6886  0.331
H86 3.0734 -2.5907 1.8360  0.058
H87 1.6138 -4.0486 1.5377  0.351